DFT (wB97M-V/def2-TZVPD) results for one molecule with the formula C6H11F2NO3S.

Computed properties:
- largest force on an atom (eV/Å) = 0.6
- total energy (Ha) = -1113.61335
- HOMO-LUMO gap (eV) = 11.54
- HOMO energy (eV) = -10.86
- SMILES = CCCCN(CC(=O)F)S(=O)(=O)F
- LUMO level (Ha) = 0.025

Bonds (Å) are listed after each position.
Positions of all 24 atoms, in Å:
1 C 2.62 -0.72 1.24  C2 1.534, H14 1.088, H15 1.090, H16 1.091
2 C 2.35 -0.58 -0.26  C1 1.534, C3 1.530, H17 1.090, H18 1.092
3 C 1.24 0.41 -0.61  C2 1.530, C4 1.528, H19 1.090, H20 1.090
4 C -0.01 0.22 0.24  C3 1.528, N5 1.492, H21 1.090, H22 1.092
5 N -1.27 0.57 -0.48  C4 1.492, C6 1.477, S10 1.654
6 C -2.38 -0.37 -0.21  N5 1.477, C7 1.515, H23 1.092, H24 1.089
7 C -1.96 -1.74 -0.69  C6 1.515, O8 1.175, F9 1.359
8 O -1.62 -2.05 -1.78  C7 1.175
9 F -1.94 -2.64 0.33  C7 1.359
10 S -1.80 2.11 -0.18  N5 1.654, O11 1.414, O12 1.419, F13 1.564
11 O -2.88 2.40 -1.05  S10 1.414
12 O -1.84 2.42 1.20  S10 1.419
13 F -0.54 2.85 -0.74  S10 1.564
14 H 3.66 -1.00 1.42  C1 1.088
15 H 2.00 -1.49 1.70  C1 1.090
16 H 2.43 0.21 1.77  C1 1.091
17 H 3.26 -0.25 -0.76  C2 1.090
18 H 2.10 -1.55 -0.70  C2 1.092
19 H 0.94 0.27 -1.65  C3 1.090
20 H 1.60 1.43 -0.51  C3 1.090
21 H -0.10 -0.83 0.54  C4 1.090
22 H 0.04 0.79 1.18  C4 1.092
23 H -2.67 -0.40 0.84  C6 1.092
24 H -3.23 -0.07 -0.81  C6 1.089